1.
The following is a quantum chemistry calculation of a molecular structure, C27H62N5O9 in a non-equilibrium geometry, from the OMol25 dataset.

Cartesian coordinates (Å):
N 2.989 0.159 0.442
H 3.571 -0.547 0.015
H 3.013 1.051 -0.032
H 3.162 0.257 1.433
H 2.034 -0.134 0.295
C 0.454 1.560 0.386
N -0.334 2.302 -0.625
C -1.198 1.278 -1.403
C -1.179 3.470 0.018
C 0.618 2.956 -1.692
C 1.438 4.251 -1.314
O 2.514 3.943 -0.430
H 1.196 2.278 0.736
H 1.016 0.761 -0.098
H -0.243 1.253 1.166
H -1.786 1.907 -2.071
H -1.834 0.831 -0.638
H -0.499 0.655 -1.960
H -2.000 3.054 0.602
H -1.638 4.073 -0.764
H -0.497 4.012 0.673
H 0.027 3.181 -2.580
H 1.213 2.138 -2.097
H 0.922 5.133 -0.935
H 1.934 4.589 -2.224
H 3.048 3.200 -0.720
C -0.586 -1.234 0.482
C 0.878 -0.719 0.387
O 1.470 -0.369 1.422
O 1.411 -0.545 -0.752
H -1.320 -0.429 0.523
H -0.713 -1.774 1.420
H -0.956 -1.846 -0.342
C -1.140 2.172 2.848
O -1.125 3.303 2.291
N -2.094 1.264 2.562
C -3.054 1.383 1.425
C -2.030 -0.079 3.149
H -0.458 1.816 3.635
H -2.757 0.764 0.578
H -3.386 2.379 1.133
H -3.958 0.841 1.705
H -1.370 -0.192 4.009
H -3.012 -0.497 3.369
H -1.599 -0.708 2.370
C 3.222 -0.482 -4.401
O 4.036 -0.472 -5.344
N 3.386 -1.169 -3.258
C 2.535 -1.077 -2.089
C 4.558 -2.013 -3.126
H 2.288 0.102 -4.410
H 2.351 -2.104 -1.776
H 1.514 -0.695 -2.105
H 3.010 -0.588 -1.238
H 4.198 -3.039 -3.050
H 5.303 -1.970 -3.922
H 5.001 -1.811 -2.151
C 1.479 0.342 4.113
C 1.137 1.766 3.720
O 0.477 2.457 4.474
C 1.610 2.323 2.452
H 2.558 0.194 4.135
H 1.210 -0.278 3.258
H 1.039 0.101 5.081
H 1.337 1.677 1.618
H 2.696 2.328 2.550
H 1.227 3.335 2.322
C -4.708 -0.368 -2.192
C -4.219 -1.290 -1.081
O -4.938 -2.108 -0.532
C -2.896 -1.037 -0.424
H -4.054 -0.420 -3.062
H -4.785 0.642 -1.790
H -5.619 -0.889 -2.486
H -2.264 -0.482 -1.117
H -2.292 -1.920 -0.215
H -2.960 -0.456 0.495
C 0.233 -0.605 -2.814
C -1.239 -0.561 -3.049
O -1.869 0.389 -2.716
C -1.938 -1.771 -3.632
H 0.721 -1.008 -3.701
H 0.498 -1.198 -1.939
H 0.633 0.387 -2.604
H -1.567 -2.708 -3.215
H -1.975 -1.768 -4.721
H -2.979 -1.638 -3.337
C -1.477 -2.932 3.531
C -0.140 -2.865 4.111
O 0.207 -3.755 4.858
C 0.804 -1.715 3.829
H -2.190 -3.381 4.223
H -1.419 -3.572 2.651
H -1.803 -1.938 3.225
H 0.675 -1.182 2.887
H 1.809 -2.135 3.799
H 0.809 -1.017 4.666
C 0.962 -3.077 -1.537
C -0.495 -3.189 -1.453
N -1.647 -3.348 -1.341
H 1.181 -2.379 -0.730
H 1.219 -2.729 -2.537
H 1.408 -4.043 -1.299

Gap between HOMO and LUMO (Ha): 0.306
HOMO energy (eV): -11.375
Total charge: +1

***

2.
The following is a quantum chemistry calculation of 3 unconnected molecules or ions with the total composition H6O3 in a non-equilibrium geometry, from the OMol25 dataset.

Cartesian coordinates (Å):
O 2.468 -18.182 -0.913
H 2.086 -18.539 -1.706
H 2.964 -17.447 -1.210
O 0.078 -16.997 -0.970
H 0.978 -17.333 -0.712
H 0.200 -16.076 -1.269
O 3.636 -15.751 -1.762
H 4.182 -15.995 -1.070
H 4.155 -15.913 -2.582

Gap between HOMO and LUMO (Ha): 0.403
Structure (SMILES): O.O.O
Energy relative to the best compared isomer or geometry (same formula, charge and spin) (kJ/mol): 54.0
HOMO energy (eV): -10.591
Total charge: 0

***

3.
The following is a quantum chemistry calculation of a molecular structure, C20H32EuN4O9 in a non-equilibrium geometry, from the OMol25 dataset.

Cartesian coordinates (Å):
Eu -13.292 2.988 -7.928
O -12.415 6.323 -10.267
C -12.071 5.357 -9.537
O -12.518 5.122 -8.358
C -11.166 4.328 -10.172
N -10.558 3.270 -9.325
C -9.968 2.072 -10.013
C -10.964 1.250 -10.857
N -12.132 0.835 -10.146
C -11.945 -0.303 -9.292
C -11.255 0.118 -7.998
N -12.143 0.380 -6.813
C -11.273 0.390 -5.687
C -10.027 1.318 -5.566
N -10.343 2.609 -6.250
C -9.215 3.164 -7.103
C -9.649 3.908 -8.384
C -10.667 3.644 -5.326
C -12.069 3.584 -4.761
O -12.359 3.940 -3.628
O -12.945 3.082 -5.590
C -13.371 -0.518 -6.614
C -14.684 0.077 -7.262
O -15.629 -0.760 -7.317
O -14.792 1.282 -7.617
C -13.380 0.679 -10.946
C -14.168 1.988 -11.081
O -15.057 1.935 -11.932
O -14.011 2.843 -10.155
H -10.278 4.845 -10.621
H -11.679 3.769 -10.898
H -9.435 1.455 -9.286
H -9.138 2.465 -10.638
H -10.394 0.414 -11.426
H -11.463 1.934 -11.596
H -11.350 -1.175 -9.718
H -12.906 -0.787 -9.051
H -10.724 1.073 -8.233
H -10.482 -0.613 -7.618
H -10.861 -0.675 -5.464
H -11.969 0.626 -4.899
H -9.092 0.840 -6.025
H -9.794 1.322 -4.481
H -8.516 2.325 -7.203
H -8.630 3.938 -6.637
H -8.702 4.162 -8.830
H -10.035 4.873 -8.084
H -10.530 4.694 -5.664
H -10.011 3.575 -4.410
H -13.555 -0.626 -5.554
H -13.071 -1.509 -7.045
H -14.061 -0.003 -10.492
H -13.059 0.156 -11.902
C -16.627 5.665 -9.295
C -17.369 4.362 -9.275
C -16.796 3.502 -8.118
O -15.569 4.176 -7.747
C -15.575 5.558 -8.224
H -17.273 6.520 -9.130
H -16.157 5.767 -10.326
H -17.278 3.770 -10.164
H -18.443 4.359 -9.091
H -16.596 2.419 -8.267
H -17.350 3.573 -7.211
H -14.492 5.868 -8.480
H -15.869 6.212 -7.384

Gap between HOMO and LUMO (spin up / spin down) (Ha): 0.140 / 0.278
Energy relative to the best compared isomer or geometry (same formula, charge and spin) (kJ/mol): 140.1
Spin multiplicity: 8
<S²>: 15.759
HOMO energy (spin up / spin down) (eV): 0.807 / -2.950
Total charge: -2

***

4.
The following is a quantum chemistry calculation of C6H15N3 in the gas phase, from the OMol25 dataset.

Cartesian coordinates (Å):
C -1.789 -2.219 -0.162
N -1.321 -1.069 -0.301
C -0.125 -0.684 0.402
N -0.429 0.326 1.397
C -1.236 1.461 0.952
C -0.414 2.470 0.162
N 0.851 -0.161 -0.531
C 0.958 -0.940 -1.745
C 2.133 0.005 0.121
H -2.718 -2.462 -0.658
H -1.319 -3.009 0.438
H 0.297 -1.564 0.968
H -0.897 -0.125 2.176
H -2.084 1.131 0.342
H -1.624 1.940 1.852
H 0.400 2.847 0.771
H -1.043 3.299 -0.120
H 0.014 1.992 -0.725
H -0.010 -0.985 -2.239
H 1.306 -1.974 -1.552
H 1.670 -0.452 -2.410
H 2.584 -0.958 0.421
H 2.809 0.514 -0.568
H 1.987 0.617 1.007

Gap between HOMO and LUMO (Ha): 0.351
Structure (SMILES): C=N[C@H](NCC)N(C)C
Energy relative to the best compared isomer or geometry (same formula, charge and spin) (kJ/mol): 148.9
HOMO energy (eV): -8.501
Total charge: 0

***

Short version: molecular weight = 600.8, 54.0, 624.5, 129.2 g mol⁻¹, in the order given.